#i
DFT (ωB97M-V/def2-TZVPD) results for a cluster of 9 separate species, C5H27NO9 in total.

**LUMO energy**: 0.27 eV
**Structure (SMILES)**: C=C(N)CCCO.O.O.O.O.O.O.O.O
**Gap between HOMO and LUMO**: 9.1 eV

ORCA input file:
```
! RIJCOSX wB97M-V def2-TZVPD def2/J DEFGRID3
* xyz 0 1
H -0.66 -0.43 -1.86
H -3.63 2.12 0.57
H 1.96 0.45 1.83
H -2.10 1.63 1.78
H 1.71 -2.22 -1.29
H -0.55 1.12 -4.18
C 0.22 0.95 -0.52
H -2.23 3.21 2.19
H -1.81 0.07 -0.72
H -0.28 -2.25 -0.42
C -0.52 -1.36 0.13
N 2.29 0.27 -1.53
H 2.21 -2.91 1.60
H 0.95 3.66 1.87
H 0.05 1.46 0.45
H -2.32 -2.22 0.54
H -3.26 1.55 -0.66
H 2.23 0.85 -2.35
H 1.81 3.85 0.68
H 1.40 -2.62 2.98
O 1.50 -3.14 2.19
O -1.48 0.42 2.98
H 0.20 -1.32 0.94
C -0.74 -0.20 -0.80
H 0.13 2.50 -3.76
H -0.64 0.25 3.42
O -1.07 -3.47 -1.97
O 0.19 1.54 -3.75
O -4.09 1.66 -0.17
H -0.65 -4.24 -1.56
H -1.53 -0.29 2.31
H -1.95 -3.28 -1.60
O -2.01 2.57 1.51
H 3.42 0.69 0.75
O 1.84 -2.93 -0.65
C 1.64 0.66 -0.28
H 0.05 1.66 -1.34
H 3.26 -0.01 -1.44
O 1.20 4.35 1.25
O -1.66 -1.69 0.99
C 2.35 0.55 0.84
H 2.58 -3.48 -0.97
*
```

=====

#ii
DFT (ωB97M-V/def2-TZVPD) results for a cluster of 9 separate species, C5H27NO9 in total.

**LUMO energy**: 0.04 eV
**Structure (SMILES)**: CCN(C)CC=O.O.O.O.O.O.O.O.O
**Gap between HOMO and LUMO**: 9.2 eV

ORCA input file:
```
! RIJCOSX wB97M-V def2-TZVPD def2/J DEFGRID3
* xyz 0 1
O -0.04 -2.24 2.79
N 0.04 1.51 0.36
H -0.87 -0.94 -3.01
H 1.36 3.22 0.61
H 0.55 -2.96 2.82
O 0.96 -1.56 -3.23
O -0.32 -3.31 -1.55
H -0.73 -0.23 -0.38
C 2.17 1.69 1.70
H 1.10 -2.15 -2.46
H 1.60 -1.43 -3.92
H -0.64 2.02 -1.75
H -0.52 2.07 2.49
C -0.81 2.10 -0.68
C -2.32 1.70 -0.27
H 2.56 0.74 1.76
H 2.01 2.02 -0.55
O -1.71 -1.38 -2.79
H -0.86 -3.27 -0.77
H -0.91 -2.81 -2.17
O 1.86 3.30 -2.03
H 1.67 1.89 2.68
H -3.49 -1.71 2.32
H 0.97 -0.10 -0.85
H -2.42 0.90 0.43
H 1.54 -3.73 0.36
H -0.94 3.19 -0.62
H 2.32 3.26 -2.90
O 1.07 -4.23 1.05
H -1.63 1.93 3.61
H 1.85 4.24 -1.86
H 0.56 -4.93 0.63
C 0.29 0.11 -0.03
H -2.01 -2.20 2.13
O -3.20 2.36 -0.75
H 0.67 -0.53 0.78
H -2.30 -1.35 -3.56
C 1.36 2.09 0.47
H 0.31 -1.51 2.33
H 3.14 2.25 1.83
O -2.93 -2.48 2.09
O -1.33 2.47 2.90
*
```

=====

Of all the structures shown, which is most stable? #i, and #ii is the least stable.